Entry 1
Computed, not measured: 2 unconnected molecules or ions with the total composition C4H12NO, with ωB97M-V/def2-TZVPD.

The calculation puts the molecular weight at 90.15 g/mol. Its expectation value of S² is 0.763. As for the HOMO-LUMO gap (alpha / beta): 10.5 / 5.3 eV. The total charge is +2. Its spin multiplicity is 2.

Element x y z (Å)
C 2.3433 -0.4102 -0.8573
C 1.6467 0.6463 -0.1512
C 0.1904 0.5295 0.0358
C -0.2328 0.4356 1.2751
N -1.6970 0.5980 1.3674
H 3.1479 -0.1531 -1.5796
H 1.7259 -1.0503 -1.4628
H 2.6726 -1.2492 -0.2544
H 1.9132 1.5099 -0.8289
H 2.1833 0.9331 0.8168
H -0.4467 0.4870 -0.7958
H 0.2069 0.3480 2.3187
H -2.1619 0.6152 0.3906
H -2.1720 -0.2134 1.8009
H -1.8751 1.2769 2.1416
H -3.1128 -1.6850 -1.0124
H -2.0278 -1.4054 -2.0854
O -2.3042 -1.2131 -1.1192

Partial atomic charges computed with the Löwdin method, in multiples of e: C -0.035; C -0.167; C 0.058; C 0.088; N 0.221; H 0.136; H 0.104; H 0.143; H 0.221; H 0.178; H 0.131; H 0.212; H 0.199; H 0.199; H 0.214; H 0.042; H 0.126; O -0.068

***

Entry 2
Computed, not measured: 2 unconnected molecules or ions with the total composition C4H12NO, with ωB97M-V/def2-TZVPD.

The calculation puts the molecular weight at 90.15 g/mol. Its expectation value of S² is 0.755. As for the HOMO-LUMO gap (alpha / beta): 12.0 / 7.9 eV. The total charge is +2. Its spin multiplicity is 2.

Element x y z (Å)
C -2.0036 1.7692 -1.7276
N -0.8029 1.8991 -1.3324
H -2.3905 0.7729 -1.8916
H -2.6174 2.6468 -1.9307
H -0.3497 2.7847 -1.1127
H -0.2501 1.0908 -1.0508
C 1.4411 -0.2599 1.2587
O 2.5699 -0.7601 1.8175
C 0.5131 -1.4704 0.8050
C -0.5129 -1.1791 -0.2928
H 0.9445 0.4653 1.9038
H 1.7751 0.2401 0.3282
H 2.6920 -0.4268 2.7363
H 1.2028 -2.2382 0.4653
H 0.0642 -1.8357 1.7382
H -0.0325 -0.8899 -1.2322
H -0.9805 -2.1356 -0.5312
H -1.2625 -0.4730 0.0490

Partial atomic charges computed with the Löwdin method, in multiples of e: C 0.202; N 0.203; H 0.131; H 0.147; H 0.173; H 0.093; C -0.143; O 0.261; C -0.109; C -0.075; H 0.154; H 0.187; H 0.203; H 0.136; H 0.151; H 0.093; H 0.117; H 0.077

***

Relative energy of each structure, in kJ/mol: entry 1 112.2; entry 2 0.0.

***

Entry 1
Computed, not measured: 2 unconnected molecules or ions with the total composition C5H13O3, with ωB97M-V/def2-TZVPD.

The calculation puts the molecular weight at 121.16 g/mol. As for the HOMO-LUMO gap: 6.2 eV. The total charge is -1.

Element x y z (Å)
C -1.6963 0.8774 2.1666
O -2.5509 0.3644 3.2594
C -0.5454 0.0012 1.8982
C -0.7388 -0.5702 0.4374
C 0.1336 0.1319 -0.6498
C 1.5016 -0.8080 -0.6944
O 2.1442 -0.6162 -1.8195
H -2.2899 0.9823 1.2020
H -1.4477 1.8378 2.6125
H -1.8757 -0.0281 3.9377
H 0.3762 0.5696 1.8374
H -0.4049 -0.6544 2.8544
H -0.3053 -1.5963 0.5460
H -1.6715 -0.8559 -0.0097
H 0.2412 1.1346 -0.3306
H -0.2383 0.1468 -1.7966
H 1.1831 -1.8286 -0.7004
H 1.9434 -0.5667 0.2615
H 1.9338 0.1936 -3.2965
H 0.7832 1.0474 -3.8858
O 1.6372 0.4798 -4.2124

Partial atomic charges computed with the Löwdin method, in multiples of e: C -0.287; O -0.157; C -0.197; C -0.249; C -0.165; C -0.497; O -0.321; H 0.132; H 0.098; H 0.105; H 0.096; H 0.133; H 0.082; H 0.087; H 0.057; H 0.129; H 0.064; H 0.069; H -0.038; H 0.074; O -0.216

***

Entry 2
Computed, not measured: 3 unconnected molecules or ions with the total composition C5H13O3, with ωB97M-V/def2-TZVPD.

The calculation puts the molecular weight at 121.16 g/mol. As for the HOMO-LUMO gap: 6.6 eV. The total charge is -1.

Element x y z (Å)
C 1.8436 -0.3059 0.1046
O 2.8160 0.3299 -0.5347
C 1.3983 0.5191 1.3887
C -0.1591 0.7713 1.4430
C -0.6978 -0.6044 1.7492
C -0.9676 -0.9871 2.9936
H 2.1078 -1.3012 0.5196
H 0.8535 -0.4664 -0.5449
H 1.7706 0.0951 2.3026
H 1.7646 1.5347 1.2325
H -0.5205 1.2618 0.5296
H -0.4610 1.4131 2.2672
H -0.8806 -1.3911 1.0187
H -1.0554 -0.3892 3.9022
H -1.2914 -1.9610 3.3292
H -2.3449 0.7789 -2.9665
H -2.8232 -0.6159 -3.1213
O -3.0647 0.2793 -3.3769
H 0.1124 0.0159 -3.0492
H 0.2190 -0.0809 -1.5632
O -0.5026 -0.0169 -2.3029

Partial atomic charges computed with the Löwdin method, in multiples of e: C -0.538; O -0.338; C -0.182; C -0.213; C -0.203; C -0.051; H 0.080; H 0.059; H 0.083; H 0.086; H 0.103; H 0.086; H 0.101; H 0.043; H 0.026; H 0.002; H 0.016; O -0.094; H 0.042; H 0.020; O -0.127

***

Entry 3
Computed, not measured: a molecular structure, C5H13O3, with ωB97M-V/def2-TZVPD.

The calculation puts the molecular weight at 121.16 g/mol. As for the HOMO-LUMO gap: 7.8 eV. The total charge is -1.

Element x y z (Å)
C -1.4842 -0.5251 1.0554
O -1.0400 0.0372 2.2905
C -1.3193 0.7821 0.1262
C -0.9344 0.5173 -1.3425
C 0.4956 0.2860 -1.9246
C 1.5196 0.2773 -0.7446
O 2.7371 -0.5760 -0.9116
H -0.8974 -1.4069 0.8091
H -2.6158 -0.8844 1.0113
H -2.2835 1.3720 0.1380
H -0.6085 1.2282 0.8401
H -1.4404 1.3452 -1.9264
H -1.4432 -0.3197 -1.7944
H 0.6324 -0.5453 -2.5904
H 0.7816 1.1562 -2.5591
H 1.9667 1.1975 -0.6243
H 1.0452 -0.1021 0.1667
H 2.4723 -1.4692 -0.7293
H 0.8549 -1.4582 3.1684
H 0.2018 -0.1764 2.6576
O 1.3594 -0.7357 2.8840

Partial atomic charges computed with the Löwdin method, in multiples of e: C -0.347; O -0.347; C -0.199; C -0.227; C -0.170; C -0.189; O -0.107; H 0.077; H 0.105; H 0.105; H 0.092; H 0.097; H 0.080; H 0.085; H 0.096; H 0.085; H 0.094; H 0.050; H -0.112; H 0.071; O -0.339

***

Relative energy of each structure, in kJ/mol: entry 1 71.8; entry 2 0.0; entry 3 25.5.